# 1
Density functional theory data (ωB97M-V/def2-TZVPD) for 2 unconnected molecules or ions with the total composition CH3IN5 in a non-equilibrium geometry.

ORCA input file:
```
! RIJCOSX wB97M-V def2-TZVPD def2/J DEFGRID3
* xyz 1 1
C 0.694 1.345 0.058
N 1.773 0.661 0.499
N -0.370 0.541 0.031
N 1.479 -0.570 0.617
N 0.156 -0.634 0.339
N -0.431 -1.788 0.372
I -2.459 2.379 -2.204
H 0.569 2.415 -0.330
H -1.440 -1.770 -0.035
H 0.029 -2.579 0.653
*
```

Values from the calculation:
Energy above the lowest of the compared OMol25 structures with the same formula, charge and spin   1.358 eV
Max |F|   0.1243 hartree/bohr
Energy   -610.9227 Ha
Kohn-Sham gap (spin up / spin down)   6.7 / 4.4 eV

---

# 2
Density functional theory data (ωB97M-V/def2-TZVPD) for a molecular structure, CH3INO3S in a non-equilibrium geometry.

ORCA input file:
```
! RIJCOSX wB97M-V def2-TZVPD def2/J DEFGRID3
* xyz -1 1
C -0.994 -0.194 -0.053
N -0.477 1.142 1.395
O 0.569 -1.973 -1.126
O 1.586 -0.457 0.412
O 0.881 0.278 -1.797
S 0.639 -0.610 -0.682
I 0.754 2.375 0.404
H -1.639 0.199 -0.806
H -1.406 -1.049 0.694
H 0.087 0.289 1.561
*
```

Values from the calculation:
Energy above the lowest of the compared OMol25 structures with the same formula, charge and spin   0.000 eV
Max |F|   0.0904 hartree/bohr
Energy   -1016.2188 Ha
Kohn-Sham gap   7.7 eV

---

# 3
Density functional theory data (ωB97M-V/def2-TZVPD) for a single CH3IO molecule in a non-equilibrium geometry.

ORCA input file:
```
! RIJCOSX wB97M-V def2-TZVPD def2/J DEFGRID3
* xyz 0 1
C 0.138 0.571 -0.058
O 0.570 -0.556 -0.542
I -0.699 -2.546 0.039
H 0.840 1.048 0.645
H -0.548 0.300 0.720
H -0.302 1.182 -0.804
*
```

Values from the calculation:
Energy above the lowest of the compared OMol25 structures with the same formula, charge and spin   2.396 eV
Max |F|   0.1170 hartree/bohr
Energy   -412.7184 Ha
Kohn-Sham gap (spin up / spin down)   7.2 / 7.2 eV
SMILES   COI

---

# 4
Density functional theory data (ωB97M-V/def2-TZVPD) for 2 unconnected molecules or ions with the total composition CH3IO2 in a non-equilibrium geometry.

ORCA input file:
```
! RIJCOSX wB97M-V def2-TZVPD def2/J DEFGRID3
* xyz 0 1
C 0.397 -0.811 0.162
O 0.573 0.206 -0.596
O -0.977 1.169 -0.038
I -1.270 2.937 -0.759
H -0.480 -1.394 -0.108
H 0.518 -0.548 1.176
H 1.239 -1.559 0.162
*
```

Values from the calculation:
Energy above the lowest of the compared OMol25 structures with the same formula, charge and spin   5.829 eV
Max |F|   0.1044 hartree/bohr
Energy   -487.8626 Ha
Kohn-Sham gap (spin up / spin down)   7.2 / 7.2 eV

---

# 5
Density functional theory data (ωB97M-V/def2-TZVPD) for 2 unconnected molecules or ions with the total composition CH3IO2S in a non-equilibrium geometry.

ORCA input file:
```
! RIJCOSX wB97M-V def2-TZVPD def2/J DEFGRID3
* xyz 0 1
C -0.817 0.079 -0.364
O 0.003 0.722 0.235
O 1.768 -1.142 -0.198
S 2.372 0.148 -0.262
I 4.812 0.067 -0.220
H 2.358 0.581 1.020
H -0.522 -0.525 -1.394
H -1.763 0.069 0.108
*
```

Values from the calculation:
Energy above the lowest of the compared OMol25 structures with the same formula, charge and spin   1.418 eV
Max |F|   0.0563 hartree/bohr
Energy   -886.1770 Ha
Kohn-Sham gap   9.0 eV

---

# 6
Density functional theory data (ωB97M-V/def2-TZVPD) for a single CH3IOS molecule in a non-equilibrium geometry.

ORCA input file:
```
! RIJCOSX wB97M-V def2-TZVPD def2/J DEFGRID3
* xyz 0 3
C -0.107 -0.839 -0.193
O 0.890 -0.127 0.590
S 1.276 1.459 0.032
I -1.946 0.043 0.378
H 0.082 -0.581 -1.260
H -0.264 -2.012 0.040
H 0.068 2.056 0.412
*
```

Values from the calculation:
Energy above the lowest of the compared OMol25 structures with the same formula, charge and spin   1.763 eV
Max |F|   0.0880 hartree/bohr
Energy   -810.8299 Ha
Kohn-Sham gap (spin up / spin down)   6.7 / 6.8 eV
Expectation value of S²   2.01

---

# 7
Density functional theory data (ωB97M-V/def2-TZVPD) for a single CH3IOS2 molecule in a non-equilibrium geometry.

ORCA input file:
```
! RIJCOSX wB97M-V def2-TZVPD def2/J DEFGRID3
* xyz 0 1
C 1.133 0.206 -0.294
O -0.667 -0.782 1.607
S -0.008 -0.558 -1.328
S -1.470 -0.957 0.073
I -3.094 0.821 -0.124
H 2.117 -0.216 -0.512
H 0.780 0.156 0.779
H 1.209 1.331 -0.202
*
```

Values from the calculation:
Energy above the lowest of the compared OMol25 structures with the same formula, charge and spin   1.791 eV
Max |F|   0.1214 hartree/bohr
Energy   -1209.1273 Ha
Kohn-Sham gap   8.2 eV

---

# 8
Density functional theory data (ωB97M-V/def2-TZVPD) for a single CH3IS molecule in a non-equilibrium geometry.

ORCA input file:
```
! RIJCOSX wB97M-V def2-TZVPD def2/J DEFGRID3
* xyz 0 1
C -0.003 -0.438 0.333
S 1.130 0.988 -0.073
I -2.104 -0.268 -0.124
H 0.491 -1.063 -0.367
H 0.087 -0.795 1.298
H 0.398 1.577 -1.067
*
```

Values from the calculation:
Energy above the lowest of the compared OMol25 structures with the same formula, charge and spin   0.144 eV
Max |F|   0.0617 hartree/bohr
Energy   -735.7498 Ha
Kohn-Sham gap   9.4 eV
SMILES   SCI

---

# 9
Density functional theory data (ωB97M-V/def2-TZVPD) for a molecular structure, CH3LiORu in a non-equilibrium geometry.

ORCA input file:
```
! RIJCOSX wB97M-V def2-TZVPD def2/J DEFGRID3
* xyz 2 7
O 0.512 -0.018 0.072
C -0.663 -0.235 -0.275
H -1.239 -1.016 0.248
H -1.227 0.494 -0.880
Li 1.554 -0.364 1.619
Ru 3.928 0.924 0.690
H 2.235 0.777 0.293
*
```

Values from the calculation:
Max |F|   0.0531 hartree/bohr
Energy   -216.5642 Ha
Kohn-Sham gap (spin up / spin down)   4.8 / 8.6 eV
Expectation value of S²   12.01

---

# 10
Density functional theory data (ωB97M-V/def2-TZVPD) for a molecular structure, CH3N2O in a non-equilibrium geometry.

ORCA input file:
```
! RIJCOSX wB97M-V def2-TZVPD def2/J DEFGRID3
* xyz 1 1
C 1.336 0.376 -0.167
N -2.872 -0.584 0.668
N -1.978 -0.486 0.038
O 0.619 -0.555 -0.070
H 2.387 0.310 -0.629
H 1.173 1.406 0.151
H -0.665 -0.468 0.011
*
```

Values from the calculation:
Energy above the lowest of the compared OMol25 structures with the same formula, charge and spin   0.777 eV
Max |F|   0.1121 hartree/bohr
Energy   -224.3181 Ha
Kohn-Sham gap   12.0 eV

---

# 11
Density functional theory data (ωB97M-V/def2-TZVPD) for a molecular structure, CH3N2O2 in a non-equilibrium geometry.

ORCA input file:
```
! RIJCOSX wB97M-V def2-TZVPD def2/J DEFGRID3
* xyz -1 1
C -0.053 -0.039 0.246
N -1.819 0.715 0.518
N -2.691 0.032 -0.050
O -2.359 -0.941 -0.816
O -3.914 0.366 0.190
H 0.399 0.814 0.380
H -0.012 -0.773 0.990
H -0.131 -0.447 -0.702
*
```

Values from the calculation:
Energy above the lowest of the compared OMol25 structures with the same formula, charge and spin   4.946 eV
Max |F|   0.1332 hartree/bohr
Energy   -299.7485 Ha
Kohn-Sham gap   8.1 eV

---

# 12
Density functional theory data (ωB97M-V/def2-TZVPD) for 2 unconnected molecules or ions with the total composition CH3N2OS in a non-equilibrium geometry.

ORCA input file:
```
! RIJCOSX wB97M-V def2-TZVPD def2/J DEFGRID3
* xyz -1 1
C 1.143 0.335 -0.019
N 0.010 1.025 0.115
N -1.637 -0.463 0.098
O -1.263 -1.625 -0.070
S -2.986 0.309 -0.050
H 1.836 0.720 0.779
H 1.107 -0.705 0.084
H 1.788 0.405 -0.936
*
```

Values from the calculation:
Energy above the lowest of the compared OMol25 structures with the same formula, charge and spin   3.759 eV
Max |F|   0.0879 hartree/bohr
Energy   -622.6558 Ha
Kohn-Sham gap (spin up / spin down)   6.6 / 6.7 eV